The following is a DFT calculation (wB97M-V/def2-TZVPD) of a 2-piece molecular cluster, CH6S overall.

2S+1 = 2
Total energy = -11968.083 eV
LUMO (alpha / beta) = 4.111 / 4.003 eV
Energy above the lowest of the compared OMol25 structures with the same formula, charge and spin = 0.0 kcal per mole
Total charge = -1
⟨S²⟩ = 0.75
Strongest force on any atom = 0.01495 hartree/bohr

XYZ file:
```
8
Properties=species:S:1:pos:R:3:forces:R:3:lowdin_charge:R:1
S -0.120132 -0.499189 -2.831950 -0.73 -0.07 0.24 -0.1925
H -0.716042 -1.487878 -2.027848 0.18 0.50 -0.40 -0.3127
H -1.309485 0.197234 -3.089764 0.55 -0.43 0.18 -0.3078
C 0.434041 0.348979 1.589574 -0.04 0.23 -0.01 -0.1604
H 0.592311 1.427037 1.513653 -0.25 0.01 0.25 0.0030
H -0.528759 0.097157 2.031438 -0.12 0.27 -0.08 -0.0036
H 0.452159 -0.018442 0.564699 0.20 -0.35 0.15 -0.0266
H 1.195907 -0.064899 2.250198 0.20 -0.16 -0.33 0.0004
```
Positions in Å, forces in eV/Å.